# C20H42Cl8

5 unconnected molecules or ions with the total composition C20H42Cl8 in a non-equilibrium geometry (wB97M-V/def2-TZVPD, the Open Molecules 2025 dataset).

Calculated values
Multiplicity: 1
E_LUMO: -0.08 eV
Energy above the lowest of the compared OMol25 structures with the same formula, charge and spin: 336.4 kJ/mol
Net charge: 0
Structure (SMILES): ClC(Cl)(Cl)Cl.ClC(Cl)(Cl)Cl.CCCCCC.CCCCCC.CCCCCC

Cartesian coordinates (Å):
Cl -15.5376 13.7993 2.4003
C -15.3014 13.9356 4.1734
Cl -16.7986 14.5252 4.9964
Cl -14.6734 12.3914 4.7368
Cl -13.9609 15.1586 4.2950
Cl -7.9315 8.6767 0.2102
C -8.9780 10.1826 0.3968
Cl -7.8811 11.5893 0.3681
Cl -10.1377 10.1932 -0.9111
Cl -9.8332 9.8910 1.9578
C -5.0458 18.2249 1.2206
C -3.4936 18.3362 0.6327
C -3.5233 18.1656 -0.9507
C -2.2033 18.2989 -1.7678
C -1.7176 19.6764 -2.1290
C -0.4617 19.6439 -2.9938
H -5.7489 18.6964 0.5340
H -5.0147 18.7062 2.1981
H -5.2695 17.1954 1.5002
H -2.9222 19.2593 0.7306
H -2.7652 17.6594 1.0794
H -4.2461 18.9073 -1.2907
H -3.9982 17.2128 -1.1847
H -1.5034 17.7417 -1.1451
H -2.3457 17.8363 -2.7445
H -2.5818 20.1298 -2.6145
H -1.3188 20.2333 -1.2812
H 0.0619 20.5989 -3.0387
H 0.2794 18.9565 -2.5859
H -0.6700 19.3586 -4.0249
C -4.6433 9.1727 5.9923
C -3.7054 10.1268 5.2158
C -2.7891 10.8592 6.1866
C -2.6436 12.3207 5.8968
C -1.3330 12.9023 6.4700
C -0.9664 12.7686 7.9417
H -4.0536 8.7108 6.7842
H -5.1431 8.4346 5.3650
H -5.4405 9.7079 6.5081
H -3.1685 9.7375 4.3507
H -4.4007 10.8500 4.7896
H -1.8530 10.3032 6.1349
H -3.0587 10.6710 7.2258
H -2.6624 12.3493 4.8074
H -3.5758 12.8664 6.0428
H -0.4521 12.4109 6.0570
H -1.5327 13.9495 6.2430
H 0.0974 13.0051 7.9649
H -1.4410 13.4476 8.6501
H -1.0973 11.7196 8.2073
C -13.4964 15.2526 -4.5309
C -12.9779 16.5161 -3.8814
C -11.4582 16.5198 -4.0276
C -10.9034 16.6541 -5.3822
C -9.4256 16.8811 -5.4044
C -8.8469 16.4830 -6.7573
H -14.5476 14.9734 -4.4594
H -12.9056 14.4114 -4.1681
H -13.3856 15.2793 -5.6149
H -13.3651 17.4108 -4.3690
H -13.2199 16.5750 -2.8202
H -10.9808 15.8414 -3.3206
H -11.2627 17.4990 -3.5904
H -11.0487 15.7661 -5.9972
H -11.5683 17.3067 -5.9480
H -9.4151 17.9687 -5.3333
H -8.9773 16.4924 -4.4900
H -9.2640 17.2097 -7.4544
H -7.7724 16.6168 -6.6316
H -9.0318 15.4227 -6.9294

natural (NBO) population analysis, charges in e, atoms 1 to 2:
1. Cl 0.04
2. C -0.20

***

# C58H74N15

13 unconnected molecules or ions with the total composition C58H74N15 in a non-equilibrium geometry (wB97M-V/def2-TZVPD, the Open Molecules 2025 dataset).

Calculated values
Multiplicity: 1
E_LUMO: -4.83 eV
Net charge: +1

Cartesian coordinates (Å):
N 1.6626 -5.7947 -2.3421
C 1.6051 -4.5331 -2.8638
N 2.2502 -3.4472 -2.1750
C 2.4460 -2.2296 -3.0213
C 2.6207 -2.5120 -4.5862
C 1.7382 -3.7259 -5.1470
N 0.8630 -4.3880 -4.1305
C -0.4052 -3.6616 -3.8940
C -1.3424 -4.2419 -2.7695
C -2.6875 -3.5923 -2.3558
C -3.0967 -2.2824 -3.1122
C -2.2321 -1.6695 -4.2570
C -0.8784 -2.3843 -4.6214
H 1.3308 -5.9410 -1.3815
H 2.0117 -6.5758 -2.9147
H 3.1065 -3.7360 -1.6828
H 3.3258 -1.5820 -2.6459
H 1.5103 -1.5682 -2.8747
H 2.2985 -1.5681 -5.1611
H 3.7283 -2.6809 -4.8507
H 2.4858 -4.5355 -5.5019
H 1.1725 -3.4094 -6.0953
H -1.0092 -5.1938 -2.2282
H -3.3049 -4.0847 -1.5374
H -4.0848 -1.8049 -2.7922
H -2.6095 -0.7302 -4.7831
H -0.2499 -1.9156 -5.4501
N 5.0646 -1.5977 0.9510
C 4.1250 -1.1919 0.0399
C 4.0137 0.1742 0.1249
C 4.9234 0.6093 1.1193
C 5.5596 -0.5054 1.6093
H 5.3478 -2.5511 1.1111
H 3.6176 -1.9078 -0.5860
H 3.3517 0.7921 -0.4641
H 5.0944 1.6257 1.4411
H 6.3191 -0.6145 2.3688
N 3.7074 -8.2113 1.2550
C 4.2870 -9.3324 0.7237
C 4.7082 -9.0308 -0.5485
C 4.3758 -7.6757 -0.7920
C 3.7616 -7.1950 0.3401
H 3.3048 -8.1449 2.1763
H 4.3482 -10.2462 1.2947
H 5.2020 -9.7099 -1.2275
H 4.5655 -7.1132 -1.6952
H 3.3588 -6.2200 0.5721
N -4.7754 1.3433 -5.8170
C -4.1424 2.2981 -6.5683
C -3.8114 3.3417 -5.7367
C -4.2563 3.0013 -4.4341
C -4.8446 1.7621 -4.5131
H -5.1337 0.4693 -6.1678
H -3.9839 2.1540 -7.6268
H -3.3046 4.2484 -6.0328
H -4.1566 3.5965 -3.5383
H -5.3062 1.1443 -3.7574
N -7.2330 4.4153 -6.3983
C -7.3603 5.7746 -6.5121
C -8.6802 6.0564 -6.7719
C -9.3763 4.8227 -6.8105
C -8.4595 3.8278 -6.5740
H -6.3705 3.9228 -6.2131
H -6.5034 6.4216 -6.4004
H -9.0982 7.0416 -6.9167
H -10.4314 4.6786 -6.9905
H -8.5722 2.7554 -6.5167
N -6.6380 3.9375 -9.6361
C -6.0624 2.8177 -10.1740
C -5.6415 3.1256 -11.4452
C -5.9704 4.4831 -11.6803
C -6.5817 4.9586 -10.5454
H -7.0405 4.0003 -8.7125
H -6.0034 1.9000 -9.6080
H -5.1503 2.4490 -12.1291
H -5.7807 5.0501 -12.5798
H -6.9816 5.9329 -10.3079
N -3.4668 -6.9551 -2.8116
C -4.7255 -7.3517 -3.1767
C -4.6575 -8.6647 -3.5741
C -3.3091 -9.0777 -3.4385
C -2.5979 -8.0033 -2.9634
H -3.2182 -6.0364 -2.4819
H -5.5584 -6.6669 -3.1238
H -5.4868 -9.2621 -3.9226
H -2.9039 -10.0534 -3.6630
H -1.5510 -7.8939 -2.7221
N 5.3706 4.0509 3.1187
C 5.0514 5.3131 3.5455
C 4.3652 5.1987 4.7294
C 4.2717 3.8173 5.0317
C 4.9031 3.1337 4.0222
H 5.8713 3.8320 2.2742
H 5.3383 6.1805 2.9704
H 3.9749 6.0185 5.3142
H 3.7957 3.3729 5.8930
H 5.0589 2.0765 3.8682
N 7.7510 3.6442 0.2613
C 8.4926 3.5952 -0.8892
C 9.5384 4.4753 -0.7568
C 9.4281 5.0739 0.5230
C 8.3183 4.5407 1.1305
H 6.9198 3.1047 0.4401
H 8.2118 2.9412 -1.7008
H 10.2997 4.6664 -1.4985
H 10.0885 5.8127 0.9523
H 7.8837 4.7217 2.1023
N 2.9330 3.4699 8.8463
C 4.2763 3.2260 8.9591
C 4.7348 3.8855 10.0735
C 3.6264 4.5474 10.6586
C 2.5280 4.2709 9.8818
H 2.3357 3.1151 8.1167
H 4.7884 2.6071 8.2378
H 5.7546 3.8900 10.4290
H 3.6317 5.1577 11.5496
H 1.4960 4.5746 9.9750
N 1.1577 1.7478 11.3528
C 0.2590 2.4126 12.1428
C -0.6000 1.4852 12.6812
C -0.2009 0.2131 12.2026
C 0.8879 0.4062 11.3875
H 1.9035 2.1794 10.8273
H 0.3070 3.4855 12.2524
H -1.4233 1.6991 13.3467
H -0.6587 -0.7386 12.4297
H 1.4918 -0.2936 10.8296
N -9.1502 3.6593 -3.3091
C -10.0376 4.3339 -2.5149
C -10.8950 3.4146 -1.9607
C -10.5069 2.1372 -2.4338
C -9.4258 2.3190 -3.2617
H -8.4091 4.0828 -3.8451
H -9.9837 5.4072 -2.4138
H -11.7104 3.6372 -1.2884
H -10.9668 1.1895 -2.1949
H -8.8312 1.6120 -3.8207
N 5.9344 -2.8158 11.6056
C 5.8010 -1.4570 11.5009
C 4.4832 -1.1803 11.2308
C 3.7947 -2.4177 11.1762
C 4.7151 -3.4090 11.4141
H 6.7951 -3.3031 11.7950
H 6.6532 -0.8063 11.6258
H 4.0611 -0.1960 11.0896
H 2.7420 -2.5667 10.9850
H 4.6082 -4.4821 11.4624

Mulliken population analysis, charges in e, atoms 1 to 2:
1. N -0.26
2. C -0.19

***

# C3H3N3O

2 unconnected molecules or ions with the total composition C3H3N3O in a non-equilibrium geometry (wB97M-V/def2-TZVPD, the Open Molecules 2025 dataset).

Calculated values
Multiplicity: 1
E_LUMO: 0.55 eV
Energy above the lowest of the compared OMol25 structures with the same formula, charge and spin: 80.9 kJ/mol
Net charge: 0
Structure (SMILES): N=C=CC=O.N#N

Cartesian coordinates (Å):
N -2.2061 -1.4299 0.5649
C -1.2144 -0.9142 0.0927
C -0.1944 -0.3426 -0.5320
C -0.0950 1.1221 -0.5603
O -0.8451 1.8776 0.0200
H -2.2037 -1.6705 1.5525
H 0.5553 -0.9670 -1.0065
H 0.7480 1.5148 -1.1634
N 2.7659 -0.1567 0.6508
N 2.7954 0.9447 0.6356

natural (NBO) population analysis, charges in e, atoms 1 to 2:
1. N -0.60
2. C 0.53

***

# C23H21N3O4S2

A single C23H21N3O4S2 molecule in a non-equilibrium geometry (wB97M-V/def2-TZVPD, the Open Molecules 2025 dataset).

Calculated values
Multiplicity: 1
E_LUMO: 0.28 eV
Energy above the lowest of the compared OMol25 structures with the same formula, charge and spin: 23.0 kJ/mol
Net charge: 0
Structure (SMILES): O=C(CSc1nc2scc(-c3ccco3)c2c(=O)n1-c1ccccc1)NC[C@@H]1CCCO1

Cartesian coordinates (Å):
O -2.6724 0.9537 3.1636
C -1.5101 0.9987 3.4978
C -0.5825 -0.2085 3.4060
S 0.7874 0.1527 2.2564
C 0.2599 -0.7177 0.8274
N -0.7083 -1.5620 0.9397
C -1.0853 -2.1966 -0.1829
S -2.3705 -3.3424 -0.1721
C -2.1560 -3.5965 -1.8592
C -1.1559 -2.8521 -2.4240
C -0.8760 -2.9686 -3.8373
C 0.0320 -2.3839 -4.6833
C -0.2116 -2.9270 -5.9638
C -1.2445 -3.7999 -5.8137
O -1.6557 -3.8362 -4.5387
C -0.5147 -2.0227 -1.4425
C 0.5811 -1.0905 -1.5620
O 1.2278 -0.8071 -2.5458
N 0.9106 -0.4546 -0.3331
C 1.9740 0.4961 -0.3607
C 3.1440 0.2477 0.3430
C 4.1634 1.1827 0.3187
C 4.0225 2.3473 -0.4163
C 2.8618 2.5781 -1.1352
C 1.8317 1.6553 -1.1090
N -0.9068 2.0928 4.0030
C -1.5231 3.3953 4.0269
C -0.8348 4.3372 3.0261
C -1.0314 3.9246 1.5628
C 0.2891 4.3456 0.9254
C 1.2694 4.0628 2.0607
O 0.5717 4.3406 3.2642
H -1.1129 -1.0717 3.0057
H -0.1344 -0.4339 4.3727
H -2.7888 -4.2959 -2.3675
H 0.7751 -1.6632 -4.4181
H 0.3124 -2.6967 -6.8685
H -1.7590 -4.4322 -6.5104
H 3.2545 -0.6722 0.8968
H 5.0728 0.9935 0.8679
H 4.8226 3.0715 -0.4379
H 2.7574 3.4790 -1.7207
H 0.9260 1.8184 -1.6733
H 0.0916 2.0928 4.1547
H -1.4357 3.8133 5.0336
H -2.5762 3.2736 3.7677
H -1.2104 5.3569 3.1958
H -1.8985 4.4066 1.1184
H -1.1580 2.8433 1.4947
H 0.5324 3.7857 0.0268
H 0.2754 5.4115 0.6950
H 2.1602 4.6940 2.0342
H 1.5843 3.0086 2.0438

natural (NBO) population analysis, charges in e, atoms 1 to 2:
1. O -0.61
2. C 0.67

***

# H3N4

A molecular structure, H3N4 in a non-equilibrium geometry (wB97M-V/def2-TZVPD, the Open Molecules 2025 dataset).

Calculated values
Multiplicity: 1
E_LUMO: 5.48 eV
Energy above the lowest of the compared OMol25 structures with the same formula, charge and spin: 229.3 kJ/mol
Net charge: -1

Cartesian coordinates (Å):
N -1.6677 0.2411 -0.0037
N 0.8175 1.1385 -0.0971
N 0.6477 -1.1419 -0.0005
N 0.2172 0.0230 -0.0537
H -2.1695 -0.7010 -0.1897
H 0.0849 1.7218 0.0942
H 1.6605 -1.2860 -0.4097

natural (NBO) population analysis, charges in e, atoms 1 to 2:
1. N -0.87
2. N -0.63

***

# C33H44N4SSbY

A molecular structure, C33H44N4SSbY (wB97M-V/def2-TZVPD, the Open Molecules 2025 dataset).

Calculated values
Multiplicity: 1
E_LUMO: -4.51 eV
Energy above the lowest of the compared OMol25 structures with the same formula, charge and spin: 0.0 kJ/mol
Net charge: +2

Cartesian coordinates (Å):
Y 0.3116 -0.1147 -0.0883
C -3.5153 -0.8076 0.8637
C -3.2507 0.6225 0.3623
N -2.0836 0.7567 -0.5318
C -2.0605 2.1062 -1.1358
C -0.6975 2.4451 -1.7023
N 0.3693 2.2844 -0.6812
C 0.3414 3.3350 0.3757
C -0.3727 2.9786 1.6794
C 0.3756 2.0275 2.6070
N 0.1706 0.5921 2.2935
C -1.0221 0.0101 2.9393
C -1.1001 -1.4705 2.6084
N -1.1268 -1.7086 1.1449
C -2.4894 -1.8956 0.5723
H -4.4365 -1.1693 0.4033
H -3.7231 -0.7762 1.9351
H -3.0959 1.3054 1.1987
H -4.1449 0.9848 -0.1531
H -2.2069 0.0907 -1.2946
H -2.3365 2.8263 -0.3646
H -2.8106 2.1998 -1.9277
H -0.7133 3.4703 -2.0839
H -0.4621 1.7795 -2.5358
H 1.2519 2.3966 -1.1717
H -0.1099 4.2385 -0.0438
H 1.3774 3.5849 0.6118
H -1.3790 2.5975 1.4923
H -0.5114 3.9189 2.2164
H 0.0763 2.2137 3.6418
H 1.4481 2.2256 2.5470
H 0.9712 0.0990 2.6780
H -1.9036 0.5394 2.5834
H -0.9820 0.1427 4.0247
H -1.9633 -1.9257 3.0997
H -0.2109 -1.9657 3.0061
H -0.6493 -2.5922 0.9836
H -2.9071 -2.8315 0.9558
H -2.3612 -2.0278 -0.5041
C 2.9226 0.2616 -0.0895
C 2.6152 -0.4747 -1.2587
C 2.1998 -1.7624 -0.8638
C 2.2423 -1.8281 0.5450
C 2.6997 -0.5778 1.0194
H 3.3458 1.2555 -0.0580
H 2.7282 -0.1342 -2.2776
H 1.9284 -2.5688 -1.5272
H 2.0592 -2.7083 1.1447
H 2.9387 -0.3390 2.0463
S -0.3617 -1.2318 -2.6847
Sb -2.2551 -1.2188 -3.9897
C -4.0443 -1.3988 -2.8995
C -4.8325 -0.2891 -2.6050
C -6.0208 -0.4550 -1.9046
C -6.4144 -1.7230 -1.4962
C -5.6260 -2.8295 -1.7883
C -4.4410 -2.6727 -2.4944
C -2.4075 0.5743 -5.0600
C -1.2614 1.3376 -5.2633
C -1.3418 2.4999 -6.0168
C -2.5581 2.8923 -6.5611
C -3.6973 2.1248 -6.3603
C -3.6278 0.9591 -5.6098
C -2.1819 -2.8827 -5.2453
C -3.2654 -3.1183 -6.0885
C -3.2290 -4.2107 -6.9408
C -2.1222 -5.0508 -6.9454
C -1.0485 -4.8074 -6.1013
C -1.0713 -3.7165 -5.2428
H -4.5474 0.7009 -2.9455
H -6.6475 0.4024 -1.6948
H -7.3469 -1.8522 -0.9626
H -5.9424 -3.8184 -1.4835
H -3.8450 -3.5438 -2.7442
H -0.3080 1.0209 -4.8543
H -0.4523 3.0903 -6.1924
H -2.6163 3.7957 -7.1533
H -4.6414 2.4289 -6.7920
H -4.5225 0.3644 -5.4654
H -4.1333 -2.4680 -6.0893
H -4.0626 -4.4043 -7.6023
H -2.0982 -5.9007 -7.6142
H -0.1893 -5.4644 -6.1110
H -0.2339 -3.5191 -4.5850

Mulliken population analysis, charges in e, atoms 1 to 2:
1. Y 0.30
2. C -0.77

***

# C5H15N3

A single C5H15N3 molecule in a non-equilibrium geometry (wB97M-V/def2-TZVPD, the Open Molecules 2025 dataset).

Calculated values
Multiplicity: 1
E_LUMO: 1.00 eV
Energy above the lowest of the compared OMol25 structures with the same formula, charge and spin: 363.1 kJ/mol
Net charge: 0
Structure (SMILES): C[C@H](N)[C@H](N)N(C)C

Cartesian coordinates (Å):
C 1.6328 -0.5228 1.1569
C 1.0594 -0.4947 -0.2387
N 2.2958 0.1363 -1.3265
C 0.1056 0.5402 -0.6404
N 0.2372 1.8444 -0.2062
N -1.0989 -0.3967 0.3823
C -2.0290 0.5445 0.9570
C -1.7789 -1.3599 -0.4517
H 0.8783 -0.8822 1.8538
H 2.4989 -1.1806 1.1784
H 1.9638 0.4645 1.4803
H 0.8887 -1.4647 -0.6884
H 2.3173 -0.4510 -2.1556
H 2.9013 0.7696 -0.8116
H -0.2524 0.4774 -1.6714
H 0.6067 1.9818 0.7224
H 0.5130 2.5095 -0.9123
H -2.7822 0.0289 1.5640
H -2.5578 1.1395 0.1894
H -1.4943 1.2341 1.6118
H -2.2393 -0.9072 -1.3495
H -1.0892 -2.1512 -0.7535
H -2.5768 -1.8597 0.1097

natural (NBO) population analysis, charges in e, atoms 1 to 2:
1. C -0.64
2. C -0.01

***

# CHNO2S

A single CHNO2S molecule in a non-equilibrium geometry (wB97M-V/def2-TZVPD, the Open Molecules 2025 dataset).

Calculated values
Multiplicity: 1
E_LUMO (spin up / spin down): -3.27 / -3.21 eV
Energy above the lowest of the compared OMol25 structures with the same formula, charge and spin: 475.3 kJ/mol
Net charge: 0

Cartesian coordinates (Å):
C -1.0563 -1.0574 0.7560
N -0.4407 -1.3387 -0.3419
O -1.9402 -0.1074 0.8326
O 0.2226 -2.3711 -0.5667
S -3.0681 0.2361 -0.3245
H -0.7207 -1.4258 1.8459

natural (NBO) population analysis, charges in e, atoms 1 to 2:
1. C 0.32
2. N 0.03